{"formula": "C3H8N2O2", "method": "ωB97M-V with the def2-TZVPD basis set", "elements": ["C", "C", "N", "C", "N", "H", "H", "H", "H", "O", "H", "H", "O", "H", "H"], "xyz": [[-2.1003, -0.3255, -0.4098], [-0.9106, -0.7952, -0.9035], [-0.1671, -1.2071, 0.1463], [-0.9551, -1.0411, 1.2768], [-2.0777, -0.4814, 0.9687], [-2.9316, 0.2128, -0.8254], [-0.5572, -0.8409, -1.9113], [0.7837, -1.4850, 0.1007], [-0.5165, -1.2146, 2.2432], [2.3416, 0.0177, -0.5495], [3.1917, 0.0021, -0.9481], [1.9091, 0.8723, -0.3687], [0.9369, 2.1591, 0.1898], [0.9828, 2.2046, 1.1390], [0.0705, 1.9223, -0.1482]], "forces_ev_per_angstrom": [[0.6690, -0.1175, 1.3106], [-0.5732, 0.6569, -0.7849], [-1.3968, -0.2576, 1.0418], [1.6137, 0.2942, -1.1237], [-0.9273, 0.1819, 0.1233], [0.0011, -0.2777, -0.5164], [0.2156, -0.0092, -0.2292], [0.7566, -0.1343, -0.0497], [-0.3281, -0.1523, 0.2344], [-1.2779, -1.3397, 0.6063], [0.8107, 0.7769, -0.4060], [0.7248, 0.2707, -0.2516], [0.6977, 0.2857, -0.9678], [-0.5983, -0.1115, 0.4477], [-0.3877, -0.0666, 0.5653]], "e_above_lowest_ev": 1.045, "fmax_ev_per_a": 1.99, "total_charge": 0, "e_tot_ev": -10315.907, "smiles": "c1c[nH]cn1.O.O", "orbital_gap_ev": 9.5356}


{"formula": "C3H8N2O2", "method": "ωB97M-V with the def2-TZVPD basis set", "elements": ["C", "N", "O", "C", "N", "O", "C", "H", "H", "H", "H", "H", "H", "H", "H"], "xyz": [[1.7858, 0.3263, -1.2794], [1.1554, -0.7564, -1.3094], [0.5413, -1.3832, -0.1202], [-0.1507, -0.5456, 0.7700], [0.5919, -0.0904, 1.8997], [-0.6382, 0.5994, 0.0787], [-1.9158, 0.4404, -0.5009], [1.5951, 1.1649, -0.6147], [2.4143, 0.5044, -2.1429], [-0.9772, -1.1871, 1.1277], [1.3197, 0.5615, 1.6340], [1.0046, -0.8747, 2.3888], [-2.1792, 1.4017, -0.9374], [-2.6467, 0.1806, 0.2723], [-1.9002, -0.3419, -1.2663]], "forces_ev_per_angstrom": [[-0.8932, 1.1290, 0.2981], [0.6414, -2.8657, 0.7779], [0.4528, 1.2720, -2.0879], [-0.9880, 1.0627, -0.0192], [0.0438, 0.1292, 0.0279], [0.3575, -0.5542, 1.0045], [0.0158, -0.2532, 0.0805], [0.5206, -0.2639, 0.5397], [-0.2342, 0.0703, -0.2936], [0.2082, 0.2674, -0.0784], [0.0004, -0.0600, 0.0146], [0.0391, 0.0378, -0.0541], [-0.0227, -0.0926, -0.0627], [-0.0582, 0.0257, -0.1028], [-0.0833, 0.0956, -0.0444]], "e_above_lowest_ev": 4.271, "fmax_ev_per_a": 3.04, "total_charge": 0, "e_tot_ev": -10312.681, "smiles": "C=NO[C@@H](N)OC", "orbital_gap_ev": 10.5193}


{"formula": "C3H8N2O2S", "method": "ωB97M-V with the def2-TZVPD basis set", "elements": ["C", "C", "C", "N", "N", "O", "O", "S", "H", "H", "H", "H", "H", "H", "H", "H"], "xyz": [[1.8585, 1.0724, 0.7359], [1.3009, 1.1365, -0.6276], [0.7611, -1.1305, 0.4971], [1.5536, -0.0878, 0.0515], [-3.0652, -0.8728, -0.7051], [-1.6336, 1.2549, -0.4035], [-0.8092, -0.7701, 0.8590], [-2.1200, 0.1342, 0.3827], [2.9264, 1.1754, 0.9828], [1.1450, 1.4541, 1.4227], [0.2951, 1.5091, -0.7633], [1.9373, 1.1903, -1.4833], [1.1035, -1.5373, 1.3826], [0.4893, -1.7232, -0.3238], [-2.5069, -1.0032, -1.6103], [-3.2356, -1.8020, -0.3975]], "forces_ev_per_angstrom": [[1.6624, 1.3629, 0.8876], [0.2453, -0.1974, -1.3755], [-2.2864, 2.9431, -2.5919], [-0.8112, -2.4556, 0.5287], [2.4459, 1.3710, -2.1004], [-0.5082, -0.1070, -0.5791], [-0.5480, 0.5009, 0.4245], [0.8441, -1.6769, 0.8166], [-0.5751, 0.4573, -0.1702], [-0.3824, 0.1097, 1.0271], [-0.0218, -0.1989, 0.2109], [0.4057, 0.6070, -0.4172], [0.3945, -0.9816, 1.6525], [0.3013, -1.4672, -0.7140], [-1.0257, 0.5280, 1.4113], [-0.1404, -0.7953, 0.9892]], "e_above_lowest_ev": 3.046, "fmax_ev_per_a": 4.54, "total_charge": 0, "e_tot_ev": -21147.799, "orbital_gap_ev": 10.0351}


{"formula": "C3H8N2OP", "method": "ωB97M-V with the def2-TZVPD basis set", "elements": ["C", "C", "C", "N", "N", "O", "P", "H", "H", "H", "H", "H", "H", "H", "H"], "xyz": [[1.2724, 0.3542, -0.0171], [-0.3581, -1.2947, 0.0621], [-1.2970, -0.3784, -0.5338], [0.5900, 0.8730, -0.9774], [2.4075, 0.8060, 0.4728], [0.6545, -0.5932, 0.7296], [-2.1519, 0.8422, 0.4314], [-0.8864, -1.9083, 0.8677], [0.0679, -1.9028, -0.6695], [-1.5295, -0.5202, -1.6265], [1.1524, 1.3278, -1.7540], [2.6251, 1.6465, 0.1689], [3.0674, 0.2350, 1.0379], [-2.0970, 0.2492, 1.6416], [-3.5172, 0.2636, 0.1662]], "forces_ev_per_angstrom": [[-1.6810, -0.0691, 0.3631], [-0.3681, -0.9338, 1.8742], [0.0306, 1.7948, -2.0039], [0.0417, -0.6249, -1.3563], [0.1980, -5.1451, 2.2989], [1.1997, 0.2394, 0.7713], [-2.2984, 0.4007, -1.4767], [0.6373, 0.6178, -1.1081], [0.7210, -1.3414, -1.0823], [-0.1182, 0.1216, 1.3314], [-1.2162, -0.5718, 1.2963], [1.9393, 4.7079, -1.5256], [-1.0345, 0.8026, -0.6450], [0.5059, -0.7444, 1.3375], [1.4430, 0.7456, -0.0747]], "e_above_lowest_ev": 2.536, "fmax_ev_per_a": 5.64, "total_charge": 1, "e_tot_ev": -17547.657, "orbital_gap_ev": [8.6864, 8.6857]}


{"formula": "C3H8N2OS", "method": "ωB97M-V with the def2-TZVPD basis set", "elements": ["C", "C", "O", "N", "C", "S", "N", "H", "H", "H", "H", "H", "H", "H", "H"], "xyz": [[1.8326, 0.2515, -1.2629], [0.9492, -0.8567, -0.7563], [1.2857, -2.0313, -0.6661], [-0.3769, -0.5275, -0.3113], [-1.2918, -1.5759, 0.0433], [-0.8556, 1.0953, -0.2729], [-1.0207, 1.5413, 1.3663], [2.8495, -0.2865, -1.3477], [1.4480, 0.4249, -2.2613], [1.7433, 1.1206, -0.6297], [-0.9267, -2.2798, 0.8118], [-2.3252, -1.1359, 0.3401], [-1.5030, -2.2189, -0.7336], [-0.3804, 2.1788, 1.6286], [-1.8791, 1.5693, 1.9139]], "forces_ev_per_angstrom": [[1.0005, -2.3091, -0.2273], [-1.3541, -1.4270, 1.8057], [-0.1480, 1.1511, -0.5573], [1.6928, 1.0243, -0.5205], [-1.7791, 0.6369, 2.2678], [-1.3560, 0.0267, 0.8981], [-1.7862, -2.5096, -1.5189], [-1.3969, 1.4381, 0.2352], [0.1954, 0.5799, -0.2851], [0.4685, 0.2163, -0.1167], [0.0484, 0.8193, 0.1349], [1.9998, -0.5546, -0.2385], [-0.2872, -1.2198, -2.2543], [2.5550, 2.3627, 1.2737], [0.1470, -0.2350, -0.8969]], "e_above_lowest_ev": 1.655, "fmax_ev_per_a": 3.71, "total_charge": 0, "e_tot_ev": -19102.847, "smiles": "CC(=O)N(C)SN", "orbital_gap_ev": 9.4833}


{"formula": "C3H8N2OS", "method": "ωB97M-V with the def2-TZVPD basis set", "elements": ["C", "C", "S", "N", "N", "C", "O", "H", "H", "H", "H", "H", "H", "H", "H"], "xyz": [[1.9071, -0.2991, -0.1562], [0.1122, -0.4381, -0.1682], [-0.2353, -2.0548, -1.1141], [-0.5817, 0.6207, -0.8477], [-1.6161, 0.9946, 0.0145], [-1.0967, 0.6038, 1.3902], [-0.2867, -0.5095, 1.1230], [2.1534, 0.0710, -1.1700], [2.2557, -1.2918, 0.1948], [1.8478, 0.4703, 0.6649], [0.5462, -1.7969, -2.1740], [0.0118, 1.3610, -0.9638], [-2.3852, 0.4147, -0.2997], [-0.5987, 1.5116, 1.6781], [-2.0339, 0.3426, 1.8279]], "forces_ev_per_angstrom": [[-4.7062, 0.7700, 0.7605], [4.3312, -1.7686, -2.6761], [-0.3027, -0.0037, 0.8751], [-0.3765, -1.6646, 0.3801], [-0.1511, 0.1204, 0.6061], [-2.0586, 0.5592, -3.6546], [-0.3763, -0.3133, 1.4024], [0.4231, -0.3662, 0.8359], [-0.0037, 0.9077, -0.5394], [1.1927, -0.5993, -0.9618], [-0.0383, 0.2606, 0.1866], [1.8455, 2.4849, -0.4403], [-0.3065, -0.0994, 0.5993], [0.5491, -0.0686, 1.0249], [-0.0216, -0.2191, 1.6013]], "e_above_lowest_ev": 3.622, "fmax_ev_per_a": 5.39, "total_charge": 0, "e_tot_ev": -19100.880, "smiles": "C[C@]1(S)NNCO1", "orbital_gap_ev": 9.6799}


{"formula": "C3H8N2OS", "method": "ωB97M-V with the def2-TZVPD basis set", "elements": ["N", "C", "O", "N", "C", "C", "S", "H", "H", "H", "H", "H", "H", "H", "H"], "xyz": [[-1.4096, 1.5291, 0.9845], [-0.4563, 0.9780, 1.8217], [-0.4639, 1.2138, 3.0151], [0.4627, 0.1221, 1.2586], [0.2485, -0.7693, 0.1250], [0.4685, -0.0972, -1.2419], [0.5971, -1.4285, -2.4821], [-1.8082, 2.3599, 1.3915], [-1.2610, 1.4496, -0.0046], [1.1554, -0.1572, 1.9329], [-0.7856, -1.0981, 0.1505], [0.9167, -1.6241, 0.1669], [1.3189, 0.5714, -1.3462], [-0.4382, 0.4717, -1.4871], [0.6035, -0.6327, -3.5581]], "forces_ev_per_angstrom": [[0.5623, -0.5802, 0.3157], [-0.6019, -0.2300, 0.1795], [0.3666, 0.3084, -0.0252], [0.5358, -0.2237, -0.1436], [0.0478, 1.0826, -0.3757], [-0.8251, 0.0490, -0.4398], [0.0268, -0.0286, 0.0063], [-0.2243, -0.0577, -0.3472], [-0.1241, 0.4601, -0.0363], [-0.1166, -0.1150, 0.0620], [-0.1049, -0.4415, -0.0756], [0.0176, -0.0773, 0.4654], [0.1594, -0.1455, 0.5015], [0.2892, 0.0105, -0.0711], [-0.0086, -0.0114, -0.0159]], "e_above_lowest_ev": 0.273, "fmax_ev_per_a": 1.15, "total_charge": 0, "e_tot_ev": -19104.229, "smiles": "NC(=O)NCCS", "orbital_gap_ev": 10.1220}


{"formula": "C3H8N2OS", "method": "ωB97M-V with the def2-TZVPD basis set", "elements": ["C", "C", "C", "H", "H", "H", "H", "H", "H", "H", "H", "N", "N", "O", "S"], "xyz": [[3.3882, -0.2314, 0.3543], [2.0350, 0.4600, -0.1937], [-0.4379, -0.3368, -0.1534], [3.6530, 0.0486, 1.8703], [2.8436, -1.7424, -0.0178], [4.4346, 0.2416, -0.5825], [2.2617, 0.9383, -1.2507], [1.5226, 1.3385, 0.3629], [1.3814, -1.5709, -0.2523], [-0.0115, 1.7847, -0.3940], [-2.4959, 1.0147, -0.6318], [0.8842, -0.5150, -0.3559], [-0.6782, 1.0945, 0.0050], [-1.8460, 1.7516, 0.2138], [-1.8859, -1.2170, 0.0999]], "forces_ev_per_angstrom": [[-0.4388, 0.0263, -0.6658], [-0.9832, 1.5615, -1.1036], [-1.9111, 4.3356, 1.4879], [-0.7252, -1.1656, -4.9204], [2.4256, 3.6194, 1.3160], [-3.1644, -1.9005, 3.4772], [-0.3085, -1.1836, 1.9344], [1.7550, -1.5026, -0.0606], [-2.4959, 3.3598, -0.4754], [-0.7301, -1.1927, 0.1380], [1.5577, 2.6911, 3.6601], [3.0662, -4.2380, 0.4172], [3.4092, -0.3875, -0.3376], [-3.2215, -4.0975, -3.9865], [1.7649, 0.0742, -0.8806]], "e_above_lowest_ev": 11.064, "fmax_ev_per_a": 6.56, "total_charge": 0, "e_tot_ev": -19093.438, "orbital_gap_ev": 7.9528}


{"formula": "C3H8N2OS", "method": "ωB97M-V with the def2-TZVPD basis set", "elements": ["C", "C", "N", "S", "N", "C", "O", "H", "H", "H", "H", "H", "H", "H", "H"], "xyz": [[-0.0314, 1.7322, -0.2366], [0.1236, 0.2512, -0.2220], [-0.7954, -0.6074, 0.0390], [-2.4638, -0.1154, 0.1392], [1.4692, -0.1667, -0.3562], [2.5218, 0.4575, 0.4722], [1.6229, -1.5473, -0.2141], [0.5815, 2.1568, -1.0001], [-1.0850, 1.9937, -0.4480], [0.2766, 2.1681, 0.6910], [-2.9244, -1.3836, 0.1044], [3.5004, 0.2717, 0.0155], [2.5400, 0.0754, 1.5101], [2.3699, 1.5276, 0.5380], [0.7773, -1.8113, 0.2143]], "forces_ev_per_angstrom": [[-1.2100, -0.1214, -0.6949], [0.3466, 0.0288, 1.2176], [0.1733, 0.1194, -0.5021], [0.9538, -0.4679, -0.0298], [-0.2411, 0.1213, 0.3420], [-0.1774, 0.0704, 0.0674], [-0.6077, -0.4228, 0.1282], [0.4161, 0.3459, -0.6213], [0.5499, -0.0169, 0.1801], [-0.0255, 0.1976, 0.7184], [0.1021, 0.3163, -0.0054], [-0.3348, -0.0482, 0.0420], [-0.2140, -0.1166, -0.4525], [0.0055, 0.1779, -0.2100], [0.2632, -0.1840, -0.1798]], "e_above_lowest_ev": 3.133, "fmax_ev_per_a": 1.40, "total_charge": 0, "e_tot_ev": -19101.369, "smiles": "C/C(=N\\S)N(C)O", "orbital_gap_ev": 9.2691}


{"formula": "C3H8N2OS", "method": "ωB97M-V with the def2-TZVPD basis set", "elements": ["C", "C", "N", "S", "N", "C", "O", "H", "H", "H", "H", "H", "H", "H", "H"], "xyz": [[-0.5758, 1.5761, -0.1917], [-0.3616, 0.1921, -0.0863], [-1.2615, -0.7709, 0.0847], [-2.9026, -0.5441, 0.1136], [0.7965, -0.5367, -0.1239], [2.0858, -0.1541, 0.3077], [0.7280, -1.9332, -0.2958], [0.0708, 2.4168, -0.7357], [-1.4277, 1.7917, -0.8355], [-0.8333, 1.9338, 0.9176], [-3.4973, -1.7430, -0.1715], [2.9053, -0.5866, -0.3139], [2.5975, -0.6214, 1.3157], [2.1153, 1.0346, 0.2006], [-0.4394, -2.0552, -0.1856]], "forces_ev_per_angstrom": [[-0.3535, 5.7571, 1.0776], [0.3611, -6.8631, 0.2506], [-1.1419, 0.4159, -0.4634], [-1.6301, 1.1866, 0.0728], [1.6847, -0.0060, -0.6753], [2.9958, 1.5444, 0.7272], [-2.8511, 0.3637, 0.5915], [-0.0669, -2.5129, 1.6278], [-0.8091, -0.6074, 0.4610], [0.4215, -0.2732, -2.4534], [1.1311, 0.1723, -0.0404], [-0.9521, 0.5825, -0.5724], [-2.3478, 1.4582, -1.4045], [0.2932, -2.6388, 0.7204], [3.2653, 1.4208, 0.0805]], "e_above_lowest_ev": 5.754, "fmax_ev_per_a": 6.88, "total_charge": 0, "e_tot_ev": -19098.749, "smiles": "C/C(=N\\S)N(C)O", "orbital_gap_ev": 8.3131}


{"formula": "C3H8N2OS", "method": "ωB97M-V with the def2-TZVPD basis set", "elements": ["C", "C", "C", "N", "N", "O", "S", "H", "H", "H", "H", "H", "H", "H", "H"], "xyz": [[0.8532, -0.9151, -0.0790], [2.9517, 0.2664, -0.0828], [-3.6374, -0.7195, 0.2153], [0.8557, 1.4293, 0.1326], [1.4908, 0.1849, -0.0741], [0.7748, -2.0910, -0.1030], [-2.4434, 0.5611, -0.1798], [3.3699, -0.7358, -0.1186], [3.2766, 0.8291, -0.9599], [3.2816, 0.7820, 0.8159], [-3.1351, -1.5319, 0.7336], [-4.0762, -1.0817, -0.7119], [-4.4073, -0.2883, 0.8513], [0.9976, 2.0260, -0.6805], [-0.1527, 1.2845, 0.2409]], "forces_ev_per_angstrom": [[-3.0541, -0.3633, -0.1004], [0.1524, 0.1177, -0.0006], [0.1159, 0.1264, -0.3727], [-0.1488, 0.6450, 0.2961], [1.2233, 0.5241, -0.1496], [1.0416, -0.0516, 0.0125], [0.6288, 0.0579, -0.0275], [-0.0590, -0.0358, -0.0239], [0.0087, -0.0458, 0.0321], [0.0010, -0.0024, 0.0391], [-0.0594, -0.0815, 0.1106], [-0.0909, -0.1631, 0.1338], [-0.0261, -0.1036, 0.1211], [0.0166, -0.3307, -0.1245], [0.2499, -0.2933, 0.0541]], "e_above_lowest_ev": 4.898, "fmax_ev_per_a": 3.08, "total_charge": 0, "e_tot_ev": -19099.604, "orbital_gap_ev": [8.7403, 5.3139]}


{"formula": "C3H8N2OS", "method": "ωB97M-V with the def2-TZVPD basis set", "elements": ["C", "C", "C", "N", "N", "O", "S", "H", "H", "H", "H", "H", "H", "H", "H"], "xyz": [[2.2029, -2.2255, 0.3248], [-0.5738, 2.0943, -1.1822], [-1.0305, 0.8118, -0.5429], [-0.4719, -0.3361, -0.7878], [-0.3978, -1.5194, -0.2496], [2.3706, -2.8566, 1.3294], [-1.5346, -1.8814, 0.9489], [2.4489, -1.1457, 0.1376], [-1.3030, 2.8404, -1.4027], [0.0830, 2.6374, -0.5556], [0.0810, 1.9293, -2.0902], [1.6275, -2.7052, -0.4969], [-2.0058, 1.0229, 0.0178], [0.1731, -0.0097, -1.4820], [-1.3331, -3.1057, 0.7509]], "forces_ev_per_angstrom": [[-1.2176, -0.5357, -0.7944], [1.6606, -1.2254, -1.5063], [-3.8966, 2.2454, 1.3497], [-0.1394, 1.6846, 0.9320], [0.3656, -0.0084, -1.3347], [0.5910, 0.5846, 0.3647], [-0.6595, 2.8603, 0.4294], [0.2728, -0.4613, 0.5305], [-1.0791, -0.0609, -0.4573], [0.9061, 0.3978, 1.1943], [-0.8436, 0.0511, 0.5329], [0.5807, 0.2435, -0.0948], [1.6690, -1.3646, -0.2155], [1.5265, -1.7655, -0.7653], [0.2637, -2.6456, -0.1650]], "e_above_lowest_ev": 5.452, "fmax_ev_per_a": 4.70, "total_charge": 0, "e_tot_ev": -19099.050, "orbital_gap_ev": [8.1099, 8.1106]}